No. 1
Molecular formula: C18H40AgClF4N4O8S4
Method: DFT, ωB97M-V with the def2-TZVPD basis set

The calculation puts the energy above the lowest of the compared OMol25 structures with the same formula, charge and spin at 0.0 kcal/mol. For the gap between HOMO and LUMO, the calculation gives 8.6 eV. For the HOMO energy, the calculation gives -8.69 eV. The LUMO energy comes out at -0.0023 Ha.

The geometry in XYZ format:
```
80
Properties=species:S:1:pos:R:3:forces:R:3:mulliken_charge:R:1
Ag 0.70837 0.18664 -1.13699 1.079 1.041 0.360 0.61
C -0.19745 5.76092 0.33863 0.141 -0.529 -1.603 -1.45
C 0.16860 4.27394 0.15781 0.508 0.122 1.511 -0.39
C -0.99976 3.38452 -0.23994 0.373 1.240 -0.643 0.33
C -2.12577 3.48562 0.74700 -0.888 -1.424 0.791 -0.79
N -3.15376 2.40234 0.47550 -2.443 -1.490 -0.531 0.53
C -2.85147 1.03378 1.05031 1.397 -0.122 -0.372 -0.06
C -3.08883 1.15245 2.54168 -0.903 -0.495 0.574 -0.78
C -4.12536 2.29255 2.67921 0.533 0.453 -1.264 -0.70
C -4.48246 2.56589 1.20138 0.047 1.038 1.217 -0.57
C -3.52898 2.27266 -0.98854 0.666 1.374 0.151 -1.10
H -0.64429 6.05231 1.28618 0.284 -0.164 0.210 0.33
H -0.90894 6.03811 -0.44763 0.098 0.203 -0.010 0.32
H 0.74075 6.26551 0.11217 -0.252 0.620 0.439 0.43
H 0.63638 4.00576 1.11641 -0.424 -0.601 0.040 0.48
H 1.02251 4.13395 -0.50198 -0.392 0.193 -0.513 0.25
H -0.68054 2.36180 -0.41561 0.045 -0.302 0.369 -0.67
H -1.32183 3.74278 -1.22351 -0.042 -0.003 0.010 0.34
H -2.73626 4.38422 0.82911 0.499 0.400 -0.517 0.45
H -1.77990 3.25937 1.75860 0.184 0.127 -0.041 0.48
H -3.48263 0.35805 0.47830 -0.204 -0.137 0.422 0.55
H -1.83153 0.70605 0.84974 -0.017 0.497 -0.271 -0.54
H -3.52292 0.23376 2.93851 0.077 -0.082 -0.242 0.46
H -2.15831 1.26469 3.09526 -0.027 0.416 -0.032 0.48
H -5.00504 2.07713 3.27603 0.079 -0.047 0.103 0.45
H -3.67061 3.23698 2.98026 -0.013 -0.204 0.679 0.24
H -5.20551 1.86439 0.79631 0.229 -0.181 -0.124 0.42
H -4.89780 3.57012 1.10521 0.225 0.043 -0.410 0.43
H -3.88706 3.26123 -1.28307 0.203 0.057 -0.132 0.46
H -4.36414 1.60231 -1.16084 0.343 -0.477 0.339 0.52
H -2.62952 2.03923 -1.54635 -0.364 -0.263 -0.120 0.19
C 2.11772 -0.98490 3.95271 0.640 -0.524 0.606 -1.22
C 2.42172 -2.38418 3.35909 -0.199 0.548 1.314 -0.67
C 2.64995 -2.33815 1.86834 -0.639 -0.608 -0.666 0.70
C 2.79640 -3.70173 1.20485 -0.163 -0.047 0.551 -1.28
N 2.92595 -3.61421 -0.28651 0.644 0.168 -0.870 0.52
C 3.07477 -5.02306 -0.85538 -0.323 0.251 -0.727 -0.57
C 2.44204 -4.98136 -2.23501 -0.744 0.954 -1.684 -0.78
C 1.84294 -3.53823 -2.44196 0.628 -1.214 0.458 -0.50
C 1.71630 -3.07157 -1.02266 -0.344 -0.715 1.252 0.42
C 4.11356 -2.70882 -0.68342 -0.592 -1.796 0.394 -0.97
H 3.08069 -0.53726 4.20449 -0.186 0.670 -0.558 0.36
H 1.64976 -1.07718 4.93641 -0.206 -0.255 -0.098 0.37
H 1.45889 -0.37865 3.33713 0.416 0.155 -0.151 0.23
H 1.57713 -2.99631 3.68676 0.007 -0.413 -0.715 0.36
H 3.28367 -2.76105 3.91726 0.095 -0.188 -0.223 0.38
H 3.50525 -1.73538 1.56452 -0.217 0.422 0.357 0.51
H 1.72418 -1.91971 1.46293 0.409 0.383 -0.204 -0.61
H 1.94181 -4.34169 1.43228 -0.167 0.134 -0.212 0.36
H 3.67014 -4.25694 1.55541 0.176 0.158 -0.074 0.56
H 4.12538 -5.29571 -0.88068 0.009 -0.035 0.293 0.46
H 2.46973 -5.74324 -0.31073 0.355 0.298 0.768 0.32
H 3.10747 -5.11242 -3.08713 0.338 -0.421 0.341 0.36
H 1.62492 -5.68559 -2.37900 0.186 -0.278 0.399 0.38
H 2.57986 -3.03751 -3.06458 -0.376 0.759 0.136 0.41
H 0.86204 -3.56737 -2.90559 0.086 0.133 -0.203 0.32
H 1.59056 -2.01752 -0.81669 0.268 0.186 -0.031 -0.39
H 0.92200 -3.60526 -0.49499 -0.467 0.222 -0.469 0.06
H 3.70921 -1.70754 -0.78819 0.506 0.260 0.250 0.16
H 4.52868 -3.11357 -1.60289 -0.138 0.272 -0.191 0.50
H 4.84000 -2.89845 0.10176 0.212 0.686 -0.022 0.37
Cl 2.74340 0.99943 0.33635 -0.800 -0.642 -0.515 -0.65
N 0.55358 1.79080 -2.89522 -2.693 -0.600 -2.657 -0.01
S 1.21186 3.07897 -3.52905 4.950 2.878 2.035 0.82
O 0.67878 4.33560 -3.06066 0.056 -1.132 -0.568 -0.55
O 1.74278 2.96239 -4.85121 -1.186 -0.123 -0.088 -0.61
F 2.58943 2.92962 -2.65927 -0.999 0.188 -0.251 -0.31
S -0.69498 1.64419 -4.03914 -1.663 -0.693 0.501 0.93
O -0.51222 0.76868 -5.14973 0.517 -0.113 0.994 -0.57
O -1.41098 2.86152 -4.30471 0.671 -0.287 0.381 -0.60
F -1.67546 0.89585 -3.01367 0.219 -0.350 -0.302 -0.16
N -0.86616 -1.18743 -0.31145 -0.873 -1.843 3.943 0.14
S -1.89934 -1.94271 -1.19144 -1.798 0.788 -6.733 0.98
O -3.10243 -1.17560 -1.45041 1.067 -1.059 0.853 -0.65
O -1.94542 -3.37316 -1.17903 -0.144 0.402 1.120 -0.60
F -1.02437 -1.70800 -2.56803 -0.511 -0.069 0.643 -0.31
S -1.24435 -1.99118 1.14551 2.196 1.462 2.935 0.65
O -0.48633 -3.19142 1.32745 -0.798 0.059 -0.511 -0.50
O -2.56985 -1.83630 1.68876 0.676 -0.531 -1.522 -0.57
F -0.43659 -0.99579 2.10729 -0.139 0.199 -0.668 -0.23
```
Forces are in eV/Å.

No. 2
Molecular formula: C18H40BBrN3O5
Method: DFT, ωB97M-V with the def2-TZVPD basis set

The calculation puts the energy above the lowest of the compared OMol25 structures with the same formula, charge and spin at 0.0 kcal/mol. For the gap between HOMO and LUMO, the calculation gives 7.6 eV. For the HOMO energy, the calculation gives -5.06 eV. The charge is -1. The LUMO energy comes out at 0.0936 Ha.

The geometry in XYZ format:
```
68
Properties=species:S:1:pos:R:3:forces:R:3:mulliken_charge:R:1
C 3.89527 0.42088 1.67846 -0.073 -0.390 0.276 0.03
C 3.42889 -0.00047 0.65834 -0.101 0.637 0.092 -0.70
C 2.70050 -0.17122 -0.58599 -0.510 -0.694 -0.252 -1.12
C 1.19471 0.26815 -0.39995 0.745 0.057 0.581 0.62
C 0.51700 -0.91710 0.28613 -0.593 0.380 0.344 -0.95
C -0.85342 -0.67939 0.92863 -0.166 -0.354 -0.064 0.11
C -2.05634 -0.99054 0.02626 0.001 -0.213 0.155 -0.65
C -3.37306 -0.43580 0.55713 0.209 0.046 0.286 -1.06
C -3.39305 1.07913 0.72489 -0.832 -0.300 -0.382 0.36
N -4.78395 1.54054 0.97512 0.264 0.247 0.152 -0.83
O 1.18788 1.44103 0.39380 -0.358 0.133 0.160 -0.73
B 1.46324 2.57268 -0.51676 0.138 -0.018 -0.362 1.90
Br 3.44392 3.34299 -0.37483 0.183 0.063 0.112 -0.53
O 1.40631 1.97703 -1.86772 -0.094 0.111 0.136 -0.82
C 0.62677 0.83867 -1.70025 0.635 0.820 -0.394 0.13
O -0.71982 1.27879 -1.62572 -0.405 -0.980 -0.110 -0.62
H 4.16360 0.80690 2.62947 0.310 -0.017 -0.021 0.43
H 2.70232 -1.23852 -0.82391 0.070 -0.010 -0.395 0.36
H 3.17966 0.39704 -1.37832 0.027 0.097 -0.047 0.41
H 0.43585 -1.74618 -0.41945 0.076 -0.063 -0.157 0.01
H 1.18761 -1.23947 1.08116 0.196 -0.021 0.011 0.68
H -0.94604 -1.37059 1.76902 0.056 0.069 0.220 0.64
H -0.90319 0.31530 1.36819 0.058 0.165 -0.115 -0.70
H -1.87258 -0.68131 -1.00000 -0.068 0.163 -0.085 0.34
H -2.15276 -2.07804 -0.00173 0.036 -0.120 -0.164 0.45
H -4.20227 -0.72385 -0.08784 -0.051 -0.033 -0.123 0.31
H -3.56841 -0.88565 1.53394 -0.129 -0.050 0.077 0.24
H -3.04721 1.52012 -0.21147 0.375 0.205 0.083 0.29
H -2.77146 1.38708 1.55734 0.257 0.162 -0.041 -0.07
H -4.75574 2.28631 1.65992 -0.044 -0.033 0.087 0.26
H -5.13269 1.99023 0.13822 -0.120 -0.127 -0.073 0.28
H 0.79353 3.55210 -0.29919 -0.088 -0.109 0.081 -0.41
H 0.74694 0.19120 -2.56984 -0.103 -0.111 -0.092 0.05
H -1.02905 1.18116 -0.72044 0.126 0.233 0.105 0.26
C 1.42297 -4.27018 -5.13493 0.047 -0.058 -0.100 -1.36
C 0.17202 -4.85809 -4.49034 0.143 0.188 0.059 0.34
C -1.10490 -4.05176 -4.76783 -0.125 -0.164 -0.005 -0.72
O -1.22985 -2.86780 -4.01517 -0.010 0.074 -0.087 -0.32
C -0.54831 -1.73737 -4.53400 -0.050 0.055 0.203 -0.54
N 0.41758 -5.03494 -3.05686 -0.180 -0.030 -0.012 -0.69
H 1.78148 -3.39243 -4.59837 -0.044 0.020 0.021 0.23
H 2.22794 -5.00472 -5.12656 0.002 -0.004 0.051 0.34
H 1.23629 -3.98453 -6.17224 -0.009 0.020 0.008 0.35
H 0.01436 -5.85088 -4.92467 -0.062 -0.004 -0.001 0.42
H -1.96082 -4.66979 -4.48029 -0.005 0.025 0.036 0.33
H -1.20869 -3.83685 -5.84091 0.083 0.012 -0.008 0.40
H -0.55643 -1.73289 -5.62838 0.044 -0.044 -0.012 0.37
H 0.48071 -1.69699 -4.17009 0.049 0.028 -0.131 0.11
H -1.06318 -0.84676 -4.17573 -0.027 -0.028 0.037 0.24
H -0.37071 -5.52048 -2.63875 0.044 -0.066 -0.005 0.28
H 0.40051 -4.11482 -2.62417 0.095 0.008 0.000 0.24
C -0.56702 2.33756 5.20273 -0.034 -0.094 0.068 -1.75
C 0.13010 1.95847 3.89869 -0.109 0.309 0.071 0.69
C 1.64195 2.21149 3.89433 0.078 -0.368 -0.180 0.44
O 2.01948 3.56368 3.73653 0.016 0.016 0.152 -0.31
C 2.02737 4.33237 4.91497 -0.002 0.069 -0.142 -0.78
N -0.53110 2.63235 2.77958 0.012 -0.147 -0.082 -0.53
H -0.68350 3.41760 5.30025 0.044 0.019 -0.030 0.30
H -1.56605 1.90064 5.23493 -0.017 0.028 -0.040 0.42
H -0.01080 1.97303 6.07025 0.010 0.016 -0.001 0.35
H -0.00177 0.88012 3.75815 0.077 -0.022 -0.032 0.22
H 2.03916 1.68021 3.02782 0.043 0.187 -0.094 -0.86
H 2.12558 1.78680 4.78858 -0.100 0.045 0.068 0.60
H 2.33932 3.73859 5.78208 -0.034 -0.006 0.025 0.32
H 1.04827 4.77928 5.11750 0.000 -0.045 0.102 0.24
H 2.74241 5.14338 4.77151 0.012 -0.011 -0.012 0.27
H -0.11395 2.29420 1.91126 0.030 -0.007 -0.025 0.00
H -0.26343 3.61237 2.80754 -0.046 0.031 0.018 0.37
```
Forces are in eV/Å.

No. 3
Molecular formula: C18H40Br16ClNP
Method: DFT, ωB97M-V with the def2-TZVPD basis set

For the gap between HOMO and LUMO, the calculation gives 8.1 eV. For the HOMO energy, the calculation gives -11.34 eV. The charge is +1. The LUMO energy comes out at -0.1182 Ha.

The geometry in XYZ format:
```
77
Properties=species:S:1:pos:R:3:forces:R:3:mulliken_charge:R:1
N -0.13595 2.39272 1.53087 -0.111 -0.190 0.184 -0.14
C -1.17292 2.65411 0.54525 0.174 -0.139 -0.117 0.00
C -2.29983 3.50210 1.17065 0.002 0.217 0.082 -0.65
P -3.75058 2.51638 1.45153 0.348 -0.145 0.163 0.33
Cl -4.37921 1.68120 -0.19751 -0.217 -0.095 -0.222 0.00
H 0.37073 1.53938 1.30993 0.057 0.146 -0.071 0.18
H -0.50986 2.24069 2.46355 0.038 0.070 -0.052 -0.19
H -1.56813 1.72897 0.09116 -0.034 0.173 0.045 0.25
H -0.74831 3.22426 -0.28430 -0.069 -0.074 0.098 0.04
H -2.59820 4.36434 0.56342 0.084 -0.135 0.051 0.43
H -2.00579 3.87432 2.16607 0.007 0.052 -0.225 0.35
H -4.80077 3.25988 1.98439 -0.072 -0.003 0.038 0.19
H -3.44178 1.48294 2.33819 -0.098 -0.064 0.044 0.10
Br -1.23425 2.79188 -3.12016 -0.083 0.050 -0.042 -0.15
C 0.62953 2.90365 -3.67656 0.018 -0.032 0.092 -0.63
C 1.36016 1.62270 -3.36714 0.010 -0.037 0.026 -0.64
Br 1.73960 1.46576 -1.46297 0.013 0.045 0.030 -0.07
H 1.06212 3.74930 -3.15044 -0.028 0.025 -0.052 0.36
H 0.60688 3.10591 -4.74435 0.008 -0.083 -0.006 0.42
H 2.32685 1.60076 -3.86527 -0.009 0.042 0.006 0.36
H 0.78792 0.74077 -3.64099 0.049 -0.014 0.000 0.39
Br -2.96849 -1.36946 1.75683 -0.039 0.106 0.052 -0.10
C -4.06949 -2.32889 0.46639 -0.011 0.098 -0.038 -0.55
C -3.22537 -2.87500 -0.65092 -0.020 -0.097 -0.174 -0.62
Br -2.61251 -1.47592 -1.85377 0.060 0.084 0.069 -0.12
H -4.81649 -1.62952 0.10105 -0.023 -0.045 0.014 0.27
H -4.55661 -3.12951 1.01791 0.057 -0.016 0.004 0.40
H -3.81300 -3.55828 -1.26144 0.001 0.034 -0.024 0.33
H -2.33151 -3.37554 -0.28990 -0.035 -0.021 0.003 0.44
Br 1.73710 -2.22717 -2.43856 -0.059 0.000 0.000 -0.07
C 3.54410 -1.97368 -1.76443 -0.001 0.000 0.023 -0.65
C 4.41567 -3.16941 -2.05198 -0.027 -0.028 0.004 -0.54
Br 3.96651 -4.66804 -0.90180 -0.013 -0.021 -0.014 -0.13
H 3.45285 -1.78369 -0.69886 0.016 0.030 -0.019 0.40
H 3.93001 -1.08640 -2.26176 -0.003 -0.026 -0.028 0.33
H 5.45771 -2.93329 -1.84778 -0.014 0.003 0.015 0.39
H 4.31196 -3.52227 -3.07566 0.034 0.025 0.017 0.29
Br 3.75347 -6.13646 -4.69330 0.015 0.031 0.007 -0.13
C 1.96530 -5.96793 -3.95641 0.020 -0.004 0.011 -0.24
C 0.91888 -5.84563 -5.03330 0.041 0.021 -0.006 -0.56
Br 0.98476 -4.10879 -5.90045 -0.050 0.014 -0.047 -0.14
H 1.98352 -5.09673 -3.30828 -0.042 -0.029 0.039 -0.06
H 1.79486 -6.86225 -3.36055 0.019 -0.009 -0.032 0.36
H -0.07508 -5.93641 -4.60033 0.003 0.031 -0.009 0.33
H 1.04682 -6.58361 -5.81941 -0.017 -0.023 0.038 0.41
Br 2.08341 -2.30977 5.09896 0.000 0.031 0.001 -0.12
C 0.33767 -2.10204 5.91605 0.052 0.005 -0.023 -0.64
C -0.74259 -1.90872 4.88435 -0.022 -0.045 -0.031 -0.70
Br -0.63262 -0.13759 4.07922 0.011 0.104 0.014 -0.07
H 0.40887 -1.25595 6.59315 -0.040 -0.038 0.026 0.36
H 0.14877 -3.01105 6.48301 0.008 -0.005 -0.022 0.39
H -1.73053 -1.98055 5.33317 0.015 0.044 0.018 0.39
H -0.65658 -2.61390 4.06270 -0.020 -0.007 0.027 0.42
Br -4.14783 -3.64069 -5.24342 -0.018 -0.001 0.034 -0.13
C -5.18915 -2.08191 -5.74880 0.012 -0.049 -0.018 -0.59
C -5.39035 -1.13545 -4.59556 0.010 0.022 0.005 -0.34
Br -6.66879 -1.81258 -3.29600 0.072 0.003 0.078 -0.14
H -6.12855 -2.45113 -6.14929 0.009 0.034 -0.007 0.38
H -4.62464 -1.58579 -6.53539 0.000 -0.012 0.006 0.36
H -5.79485 -0.18931 -4.94866 -0.026 -0.026 -0.012 0.36
H -4.46628 -0.96662 -4.05141 -0.004 0.031 -0.014 0.09
Br 5.86826 3.64463 2.56474 0.031 -0.044 -0.099 -0.16
C 4.34556 3.52210 1.36192 0.059 -0.067 0.056 -0.65
C 3.07050 3.24118 2.10861 -0.006 0.022 0.011 0.46
Br 2.97647 1.41950 2.78766 -0.028 -0.033 -0.019 -0.12
H 4.58572 2.75010 0.63623 -0.041 0.022 -0.013 0.39
H 4.26932 4.48508 0.86110 0.023 0.006 0.019 0.41
H 2.19689 3.36795 1.47447 -0.005 -0.048 -0.044 0.07
H 2.97512 3.88192 2.97687 -0.048 0.062 -0.005 -0.41
Br 0.38060 4.27479 4.79900 0.011 -0.009 -0.031 -0.13
C 1.91259 4.06147 5.98873 0.046 -0.018 -0.006 -0.65
C 2.61606 5.37324 6.23811 -0.048 -0.052 -0.088 -0.54
Br 3.63598 5.94866 4.68966 -0.038 0.105 0.112 -0.12
H 2.56084 3.32822 5.51402 -0.017 0.005 0.038 0.32
H 1.51369 3.65625 6.91556 -0.020 0.029 -0.009 0.40
H 3.33258 5.25687 7.04794 0.010 -0.012 -0.015 0.37
H 1.92059 6.17295 6.47468 0.013 -0.024 0.033 0.35
```
Forces are in eV/Å.

Among the records above, which one has the highest HOMO energy? C18H40BBrN3O5